No. 1
Below is C41H37F5IrP2 as an isolated structure at a distorted geometry, with properties calculated with the ωB97M-V functional and the def2-TZVPD basis.

Properties
HOMO level (alpha / beta)	-12.0 / -13.8	eV
HOMO-LUMO gap (alpha / beta)	6.222 / 5.174	eV
relative energy (zero: lowest compared OMol25 entry of this formula, charge and spin)	0.00	kcal/mol
E	-2870.0117	Ha

```
! RIJCOSX wB97M-V def2-TZVPD def2/J DEFGRID3
* xyz 2 6
Ir -0.031 0.177 2.803
C -2.247 0.230 4.667
C -2.207 -0.137 3.309
C -3.018 0.707 2.320
C -2.188 1.391 1.230
C -0.872 1.880 1.801
C -0.684 2.301 3.145
C -1.789 2.654 4.092
C -2.022 1.570 5.189
C 1.506 -0.263 1.695
H -2.466 -0.534 5.403
H -2.312 -1.211 3.146
H -3.585 1.452 2.881
H -3.791 0.050 1.893
H -1.997 0.684 0.405
H -2.804 2.204 0.801
H -0.129 2.248 1.077
H 0.262 2.812 3.356
H -2.716 2.857 3.543
H -1.545 3.601 4.601
H -1.148 1.570 5.841
H -2.848 1.887 5.843
H 1.624 -1.352 1.594
H 2.453 0.115 2.095
H 1.342 0.232 0.728
P -0.189 -1.390 -2.591
P 1.116 0.762 -2.351
C -1.285 -0.005 -2.990
C -0.574 1.142 -2.928
C -0.401 -2.497 -4.024
C -1.411 -2.281 -4.975
C -1.870 -3.349 -5.741
C -1.241 -4.597 -5.651
C -0.072 -4.732 -4.889
C 0.371 -3.673 -4.099
C -1.009 -2.252 -1.231
C -0.400 -2.043 0.010
C -0.957 -2.591 1.153
C -2.185 -3.257 1.060
C -2.786 -3.495 -0.180
C -2.180 -3.012 -1.346
C 2.052 0.866 -3.963
C 1.862 -0.108 -4.963
C 2.256 0.134 -6.278
C 2.933 1.315 -6.606
C 3.278 2.198 -5.582
C 2.863 1.965 -4.272
C 1.621 2.252 -1.460
C 2.922 2.320 -0.910
C 3.374 3.516 -0.354
C 2.538 4.643 -0.338
C 1.216 4.552 -0.789
C 0.747 3.345 -1.312
H -2.305 -0.164 -3.308
H -0.879 2.142 -3.196
H -1.870 -1.300 -5.080
H -2.734 -3.205 -6.391
H -1.651 -5.458 -6.182
H 0.484 -5.669 -4.890
H 1.278 -3.763 -3.506
H 0.503 -1.425 0.030
H -0.454 -2.498 2.123
H -2.653 -3.585 1.985
H -3.720 -4.049 -0.248
H -2.586 -3.211 -2.340
H 1.377 -1.059 -4.732
H 2.033 -0.595 -7.060
H 3.193 1.528 -7.647
H 3.867 3.084 -5.810
H 3.165 2.654 -3.491
H 3.559 1.428 -0.930
H 4.381 3.566 0.064
H 2.909 5.590 0.041
H 0.533 5.406 -0.725
H -0.301 3.251 -1.607
F -0.378 -2.750 4.550
C 0.291 -1.734 5.171
C 0.825 -0.641 4.463
C 1.757 0.152 5.145
F 2.454 1.143 4.527
C 1.955 0.033 6.516
F 2.900 0.778 7.123
C 1.207 -0.899 7.240
F 1.268 -0.946 8.577
C 0.423 -1.824 6.553
F -0.210 -2.834 7.178
*
```



No. 2
Below is one molecule with the formula C3H3N3O at a distorted geometry, with properties calculated with the ωB97M-V functional and the def2-TZVPD basis.

Properties
SMILES	[H]/N=c1/nncco1
HOMO level	-9.2	eV
HOMO-LUMO gap	8.338	eV
relative energy (zero: lowest compared OMol25 entry of this formula, charge and spin)	107.96	kcal/mol
E	-355.4678	Ha

```
! RIJCOSX wB97M-V def2-TZVPD def2/J DEFGRID3
* xyz 0 1
H 0.040 2.559 1.634
N 0.397 2.367 0.696
C 0.117 1.073 0.339
N 0.309 0.929 -1.089
N 0.392 -0.234 -1.661
C -0.193 -1.308 -0.933
C -0.153 -1.191 0.358
O -0.023 0.037 1.031
H -0.696 -2.295 -1.516
H -0.190 -1.936 1.142
*
```



No. 3
Below is one molecule with the formula C22H28N2O4, with properties calculated with the ωB97M-V functional and the def2-TZVPD basis.

Properties
SMILES	COc1ccc2[nH]c(C)c(CCNCc3cc(OC)c(OC)c(OC)c3)c2c1
HOMO level	-7.6	eV
HOMO-LUMO gap	8.417	eV
relative energy (zero: lowest compared OMol25 entry of this formula, charge and spin)	79.94	kcal/mol
E	-1265.5511	Ha

```
! RIJCOSX wB97M-V def2-TZVPD def2/J DEFGRID3
* xyz 0 1
C 3.541 -0.023 -1.065
O 2.980 0.877 -1.990
C 1.836 1.539 -1.645
C 1.392 2.457 -2.616
C 0.280 3.238 -2.414
C -0.398 3.092 -1.211
N -1.489 3.750 -0.717
C -1.778 3.282 0.542
C -2.903 3.894 1.305
C -0.893 2.285 0.870
C -0.825 1.468 2.124
C -2.202 1.040 2.662
N -3.108 0.473 1.677
C -3.053 -0.971 1.524
C -1.727 -1.509 1.041
C -0.888 -2.193 1.893
C 0.354 -2.674 1.469
O 1.048 -3.318 2.446
C 2.312 -3.893 2.201
C 0.754 -2.452 0.150
O 1.991 -2.889 -0.306
C 1.956 -3.867 -1.327
C -0.093 -1.724 -0.712
O 0.387 -1.523 -1.973
C -0.383 -0.769 -2.877
C -1.322 -1.270 -0.268
C 0.010 2.156 -0.234
C 1.146 1.371 -0.459
H 2.884 -0.876 -0.881
H 4.465 -0.374 -1.522
H 3.774 0.473 -0.117
H 1.967 2.536 -3.525
H -0.047 3.949 -3.158
H -1.979 4.497 -1.179
H -3.748 3.210 1.382
H -2.583 4.153 2.313
H -3.239 4.802 0.808
H -0.314 2.033 2.911
H -0.228 0.578 1.916
H -2.704 1.910 3.096
H -2.061 0.310 3.463
H -2.932 0.919 0.781
H -3.840 -1.244 0.813
H -3.300 -1.415 2.492
H -1.169 -2.387 2.916
H 2.641 -4.270 3.170
H 3.028 -3.159 1.828
H 2.247 -4.726 1.496
H 2.993 -4.154 -1.494
H 1.532 -3.470 -2.251
H 1.379 -4.744 -1.011
H 0.222 -0.690 -3.778
H -0.584 0.235 -2.493
H -1.327 -1.272 -3.113
H -1.974 -0.720 -0.927
H 1.466 0.661 0.287
*
```